(1)
20
Properties=species:S:1:pos:R:3 method="wB97M-V/def2-TZVPD" charge=0 e_homo_ev="-6.28 / -6.28" relative_energy_ev=7.261
C -0.68 1.55 1.28
C 0.45 1.08 0.88
C -0.68 0.18 0.65
C 1.95 1.29 0.90
C -1.12 -1.14 1.46
C -1.37 0.25 -1.69
N 0.70 -1.16 -1.84
N -0.62 -0.90 -2.13
H -1.26 2.21 1.72
H 2.44 0.30 0.79
H 2.24 1.72 1.89
H 2.31 1.92 -0.01
H -0.32 -1.48 2.11
H -1.28 -1.90 0.73
H -2.07 -0.99 2.06
H -2.46 0.18 -1.62
H -0.87 1.21 -1.93
H 0.94 -1.27 -0.76
H 1.36 -0.40 -2.22
H -1.17 -1.72 -2.12

(2)
59
Properties=species:S:1:pos:R:3 method="wB97M-V/def2-TZVPD" charge=+1 e_homo_ev="-11.61 / -11.60" s2=0.764 spin_multiplicity=2
N -3.19 0.66 -3.42
C -2.90 0.19 -4.65
C -1.83 -0.66 -4.93
C -0.89 -0.92 -3.88
C -1.14 -0.46 -2.60
C -2.32 0.32 -2.40
H -3.51 0.42 -5.51
H -1.62 -0.98 -5.94
H -0.02 -1.48 -4.16
H -0.40 -0.63 -1.83
H -2.48 0.54 -1.36
N -1.10 3.94 -3.19
C -1.16 3.83 -4.54
C -0.41 2.91 -5.25
C 0.57 2.15 -4.57
C 0.67 2.25 -3.19
C -0.16 3.19 -2.56
H -1.81 4.51 -5.07
H -0.61 2.92 -6.31
H 1.29 1.50 -5.05
H 1.34 1.62 -2.63
H -0.07 3.24 -1.48
N -5.43 -1.08 1.93
C -4.20 -1.53 1.51
C -4.01 -2.20 0.28
C -5.11 -2.53 -0.48
C -6.35 -2.05 -0.08
C -6.47 -1.29 1.08
H -3.33 -1.37 2.14
H -3.04 -2.62 0.07
H -4.95 -3.21 -1.31
H -7.18 -2.29 -0.73
H -7.39 -0.85 1.46
N 3.51 0.51 3.13
C 3.53 1.88 3.32
C 4.42 2.51 4.23
C 5.33 1.73 4.94
C 5.28 0.33 4.78
C 4.31 -0.25 3.96
H 2.84 2.50 2.77
H 4.46 3.59 4.30
H 5.97 2.26 5.62
H 6.02 -0.31 5.24
H 4.28 -1.32 3.83
C 1.42 0.75 6.54
Cl 0.88 0.29 4.90
Cl 2.00 -0.62 7.45
Cl 0.23 1.51 7.53
H 2.25 1.43 6.33
C 3.44 -4.21 -1.10
Cl 5.00 -4.77 -1.82
Cl 2.32 -5.58 -0.97
Cl 2.66 -2.94 -2.13
H 3.59 -3.84 -0.09
C 1.11 -0.68 1.26
Cl 2.31 -1.98 1.21
Cl -0.56 -1.33 1.13
Cl 1.39 0.63 0.13
H 1.21 -0.13 2.20

(3)
64
Properties=species:S:1:pos:R:3 method="wB97M-V/def2-TZVPD" charge=0 e_homo_ev=-8.15 relative_energy_ev=0.126 smiles="CCCCC(=O)NC(NC(=O)CCCC)c1ccc(OCC(C)C)c(OC)c1"
C 2.08 2.51 0.41
C 3.38 2.50 1.20
C 3.39 1.51 2.36
C 3.41 0.04 1.92
C 2.12 -0.48 1.32
O 2.07 -1.00 0.22
N 1.05 -0.37 2.14
H 1.18 0.05 3.04
C -0.31 -0.80 1.80
N -0.28 -2.10 1.18
C -0.35 -3.23 1.92
O -0.73 -3.24 3.07
C 0.07 -4.48 1.16
C 1.56 -4.44 0.82
C 2.43 -4.33 2.08
C 3.90 -4.17 1.72
H 4.51 -4.09 2.62
H 4.04 -3.28 1.12
H 4.25 -5.03 1.15
H 2.29 -5.22 2.69
H 2.10 -3.47 2.67
H 1.82 -5.35 0.27
H 1.78 -3.59 0.18
H -0.52 -4.55 0.25
H -0.15 -5.34 1.79
H 0.22 -2.13 0.30
C -0.99 0.24 0.95
C -1.92 1.10 1.50
C -2.50 2.09 0.72
C -2.16 2.26 -0.61
C -1.18 1.41 -1.17
C -0.64 0.41 -0.39
H 0.11 -0.24 -0.81
O -0.81 1.62 -2.47
C 0.17 0.77 -3.04
H 1.11 0.82 -2.50
H -0.18 -0.26 -3.08
H 0.31 1.14 -4.06
O -2.76 3.32 -1.22
C -3.12 3.29 -2.59
C -4.43 2.53 -2.85
C -4.92 2.85 -4.27
H -5.09 3.92 -4.39
H -4.18 2.53 -5.00
H -5.85 2.33 -4.47
C -4.25 1.03 -2.68
H -3.98 0.78 -1.65
H -5.18 0.51 -2.91
H -3.48 0.66 -3.34
H -5.17 2.89 -2.13
H -2.32 2.88 -3.21
H -3.26 4.35 -2.85
H -3.24 2.76 1.14
H -2.21 1.00 2.54
H -0.86 -0.92 2.74
H 3.65 -0.59 2.78
H 4.20 -0.10 1.18
H 4.29 1.69 2.96
H 2.53 1.70 3.00
H 3.55 3.50 1.61
H 4.21 2.28 0.53
H 1.23 2.70 1.06
H 2.10 3.28 -0.35
H 1.93 1.55 -0.08

(4)
99
Properties=species:S:1:pos:R:3 method="wB97M-V/def2-TZVPD" charge=0 e_homo_ev="-6.21 / -6.30" s2=3.957 spin_multiplicity=4
O 1.19 0.85 1.22
O 0.64 2.54 -3.75
C 1.04 2.30 1.61
C 1.89 2.67 2.82
H -0.03 2.40 1.81
H 1.33 2.84 0.70
H 1.66 2.05 3.69
H 1.64 3.69 3.05
H 2.96 2.63 2.60
C 2.57 0.38 0.98
C 3.27 1.10 -0.17
H 2.46 -0.70 0.76
H 3.12 0.50 1.94
H 2.81 0.82 -1.13
H 4.29 0.74 -0.16
H 3.28 2.19 -0.03
C 0.46 1.77 -4.97
C 1.18 3.88 -3.93
C 1.57 0.71 -5.12
H 0.43 2.44 -5.86
H -0.51 1.27 -4.86
H 2.55 1.18 -5.22
H 1.37 0.12 -6.03
H 1.56 0.04 -4.26
C 2.55 3.93 -4.62
H 1.25 4.29 -2.91
H 0.44 4.45 -4.51
H 3.28 3.32 -4.08
H 2.89 4.96 -4.62
H 2.49 3.59 -5.66
H -1.60 1.92 -2.23
N 0.87 -1.96 2.87
C 0.32 -3.01 3.51
C -0.59 -3.83 2.66
C -1.23 -3.52 1.49
C 0.95 -3.72 4.69
H 1.15 -2.97 5.49
H 1.93 -4.23 4.46
H 0.18 -4.44 5.04
C -2.11 -4.57 0.86
H -1.78 -4.81 -0.16
H -3.15 -4.26 0.85
H -2.04 -5.49 1.46
N -1.06 -2.28 0.84
C 2.01 -1.34 3.63
C 1.90 -0.44 4.74
C 0.64 0.02 5.43
C 3.09 0.02 5.30
H 3.01 0.67 6.14
C 4.29 -0.43 4.80
H 5.21 -0.06 5.27
C 4.39 -1.33 3.76
H 5.33 -1.69 3.40
C 3.24 -1.81 3.16
C 3.35 -2.82 2.04
C -1.40 -2.21 -0.56
C -2.70 -1.86 -0.98
C -3.78 -1.53 0.03
C -2.99 -1.82 -2.34
H -3.99 -1.54 -2.67
C -2.00 -2.10 -3.29
H -2.23 -2.06 -4.35
C -0.71 -2.46 -2.88
H 0.06 -2.69 -3.61
C -0.41 -2.52 -1.52
C 0.99 -2.93 -1.09
V -0.29 -0.77 1.63
H 0.36 1.04 5.20
H 0.72 -0.21 6.50
H -0.27 -0.54 5.11
H 2.44 -2.95 1.43
H 3.61 -3.80 2.46
H 4.17 -2.53 1.38
H -4.61 -1.02 -0.48
H -3.39 -0.86 0.80
H -4.19 -2.42 0.51
H 0.96 -3.76 -0.37
H 1.52 -2.09 -0.63
H 1.58 -3.25 -1.95
H -0.84 -4.85 3.11
C -2.68 1.65 -2.36
Si -3.81 3.12 -2.72
H -2.74 0.94 -3.22
H -3.03 1.11 -1.46
C -3.21 4.71 -1.93
C -5.55 2.77 -2.08
C -3.97 3.34 -4.58
H -4.77 4.07 -4.79
H -4.23 2.39 -5.07
H -3.03 3.71 -5.02
H -3.30 4.66 -0.83
H -3.82 5.55 -2.29
H -2.16 4.90 -2.19
H -5.52 2.40 -1.05
H -6.05 2.01 -2.72
H -6.15 3.70 -2.11
Se -1.09 -2.60 6.29
C -0.68 -1.99 4.51
N -0.79 -1.25 3.36

(5)
31
Properties=species:S:1:pos:R:3 method="wB97M-V/def2-TZVPD" charge=0 e_homo_ev="-9.32 / -9.32" relative_energy_ev=3.570 smiles="C=C1N=NC(C)(C)O1.C[Si](C)(C)O"
C 3.22 -0.14 0.35
C 1.89 1.03 -0.91
C 4.27 0.11 1.39
C 3.48 -1.39 -0.48
C 1.26 1.74 -1.87
C -2.59 -0.75 -1.38
C -4.19 1.26 0.11
C -3.46 -1.35 1.69
N 1.91 -0.19 0.87
N 1.15 0.41 0.09
O 3.21 0.89 -0.66
O -1.57 0.79 0.88
Si -2.91 -0.08 0.32
H 5.17 0.45 0.85
H 4.41 -0.73 2.07
H 3.94 0.90 2.12
H 4.63 -1.27 -0.71
H 2.88 -1.46 -1.40
H 3.04 -2.34 -0.03
H -0.73 0.49 0.58
H 1.81 2.30 -2.62
H 0.13 1.67 -1.82
H -1.95 -1.65 -1.43
H -3.41 -0.73 -2.16
H -2.06 0.04 -1.78
H -3.55 1.96 -0.26
H -4.89 1.12 -0.77
H -4.67 1.71 1.02
H -4.46 -1.55 1.70
H -2.91 -2.33 1.60
H -3.05 -0.87 2.65

(6)
22
Properties=species:S:1:pos:R:3 method="wB97M-V/def2-TZVPD" charge=-1 e_homo_ev=-2.12 relative_energy_ev=1.718 smiles=CCCN(C)CC[O-]
C 0.42 2.35 -0.47
C 1.52 2.96 -1.36
C 0.67 0.77 -0.28
N -0.53 0.04 -0.07
C -1.25 -0.35 -1.24
C -0.68 -0.84 1.10
C -0.33 -2.34 0.88
O 0.17 -2.96 1.94
H 0.33 2.78 0.53
H -0.55 2.50 -0.94
H 2.05 2.21 -1.92
H 1.09 3.77 -1.97
H 2.20 3.62 -0.80
H 1.30 0.80 0.60
H 1.28 0.47 -1.14
H -0.95 0.07 -2.20
H -2.32 -0.16 -1.10
H -1.19 -1.43 -1.48
H -1.74 -0.75 1.36
H -0.10 -0.44 1.93
H 0.37 -2.45 -0.04
H -1.27 -2.82 0.43

(7)
20
Properties=species:S:1:pos:R:3 method="wB97M-V/def2-TZVPD" charge=-1 e_homo_ev=-2.42 relative_energy_ev=4.101
C 1.78 -0.97 0.53
O 2.63 -1.74 1.18
C 0.64 -0.49 1.51
C -0.76 -0.23 0.93
C -0.91 1.25 0.63
C -2.23 1.79 -1.22
N -2.24 1.42 -0.01
H 2.28 0.02 0.10
H 1.43 -1.51 -0.40
H 0.97 0.42 2.05
H 0.64 -1.35 2.18
H -1.55 -0.63 1.60
H -0.83 -0.91 0.07
H -0.12 1.48 -0.10
H -0.81 1.96 1.43
H -3.19 1.71 -1.72
H -1.35 2.11 -1.78
H 1.15 -2.25 -2.23
H 1.36 -0.67 -2.10
O 1.10 -1.40 -2.64

(8)
79
Properties=species:S:1:pos:R:3 method="wB97M-V/def2-TZVPD" charge=0 e_homo_ev="-6.57 / -8.43" s2=6.042 relative_energy_ev=0.829 spin_multiplicity=5
Cr -0.08 -0.07 0.21
O -3.34 -4.33 6.39
C -3.46 -4.22 5.05
O -4.23 -4.92 4.46
C -2.58 -3.22 4.37
C -2.39 -3.34 3.00
C -1.59 -2.45 2.31
C -0.95 -1.39 2.96
C -1.18 -1.25 4.34
C -1.97 -2.15 5.02
N -0.15 -0.52 2.23
C 0.58 0.40 2.90
C 1.00 1.56 2.25
C 1.68 2.62 2.88
C 1.93 3.77 2.17
C 1.51 3.87 0.84
C 0.89 2.79 0.26
N 0.65 1.66 0.94
H -2.60 -3.80 6.70
H -2.88 -4.15 2.48
H -1.45 -2.56 1.25
H -0.80 -0.40 4.88
H -2.15 -1.97 6.08
H 0.81 0.27 3.95
H 1.96 2.53 3.92
H 2.43 4.61 2.64
H 1.65 4.78 0.26
H 0.53 2.83 -0.76
C 2.82 -2.02 1.86
C 2.84 -1.40 0.51
N 1.87 -0.72 -0.07
C 2.31 -0.35 -1.31
C 3.58 -0.81 -1.50
N 3.89 -1.46 -0.33
C 4.58 -0.77 -2.60
O 4.21 -0.16 -3.71
O 5.66 -1.27 -2.44
C 1.37 0.38 -2.18
O 1.67 0.68 -3.34
O 0.23 0.59 -1.65
H 1.97 -2.70 1.92
H 2.69 -1.24 2.62
H 3.74 -2.56 2.05
H 4.78 -1.92 -0.18
H 3.27 0.18 -3.66
N -2.01 0.60 0.32
C -2.38 1.76 -0.51
C -3.83 1.73 -0.95
C -4.19 0.67 -1.99
C -3.63 0.93 -3.39
N -2.22 0.59 -3.58
C -1.78 -0.64 -3.82
N -2.64 -1.67 -3.80
N -0.52 -0.87 -4.17
C -2.14 3.03 0.37
O -2.01 4.09 -0.26
O -2.09 2.78 1.60
H -2.62 -0.21 0.21
H -2.13 1.01 1.27
H -1.72 1.82 -1.38
H -4.06 2.72 -1.35
H -4.46 1.60 -0.06
H -5.28 0.63 -2.09
H -3.88 -0.33 -1.65
H -3.73 1.99 -3.63
H -4.19 0.39 -4.14
H -1.51 1.29 -3.43
H -3.50 -1.59 -3.28
H -2.27 -2.60 -3.90
H 0.15 -0.11 -4.14
H -0.13 -1.77 -3.91
F -2.27 -4.05 -2.25
C -1.48 -4.29 -1.19
F -2.24 -4.29 -0.10
F -0.93 -5.49 -1.34
S -0.14 -3.03 -1.09
O 0.41 -3.01 -2.42
O 0.71 -3.48 -0.02
O -0.91 -1.78 -0.77

(9)
20
Properties=species:S:1:pos:R:3 method="wB97M-V/def2-TZVPD" charge=0 e_homo_ev=-7.81 relative_energy_ev=7.092
C -1.51 -2.22 -0.06
C -0.14 -2.49 -0.03
C -2.13 -0.99 -0.26
C 0.70 -1.50 -0.41
C -1.26 0.07 -0.57
C 0.17 -0.13 -0.58
C 1.05 0.90 -0.81
C 1.01 1.51 2.02
N 0.65 2.21 -1.24
O 1.52 3.05 -1.19
O -0.48 2.39 -1.62
F 2.33 1.82 2.11
F 0.73 0.24 2.31
F 0.14 2.33 2.61
H -2.16 -2.93 0.13
H 0.31 -3.45 0.31
H -3.13 -0.97 -0.66
H 1.72 -1.76 -0.83
H -1.58 1.04 -0.70
H 2.07 0.86 -0.52

(10)
26
Properties=species:S:1:pos:R:3 method="wB97M-V/def2-TZVPD" charge=0 e_homo_ev=-10.07 relative_energy_ev=4.470 smiles="C[C@H](N)C(=O)N[C@@H](CC(=O)O)C(=O)O"
C -3.16 -0.11 -0.12
C -1.83 -0.01 0.51
C -4.07 -1.25 0.30
C 0.65 0.11 -0.07
C 1.28 1.47 0.06
C 1.42 -0.88 -0.79
C 2.79 -1.15 -0.26
H -2.77 -0.64 -2.00
H -4.21 0.40 -1.76
H -3.79 0.72 0.29
H -5.15 -1.32 -0.02
H -3.42 -2.18 0.11
H -4.19 -1.27 1.52
H -0.97 0.66 -1.23
H 0.48 -0.19 1.07
H 1.81 -0.60 -1.88
H 0.99 -1.77 -0.75
H 3.76 -0.53 1.38
H -0.59 2.01 0.07
N -3.18 0.28 -1.51
N -0.75 0.34 -0.32
O -1.69 -0.32 1.71
O 2.55 1.50 -0.02
O 3.96 -1.42 -0.71
O 2.68 -0.82 1.11
O 0.39 2.49 0.19